C2H10N2O2 | ωB97M-V/def2-TZVPD

Each atom is followed by the atoms it is bonded to, with distances in Å.
Positions of all 16 atoms, in Å:
1 O -2.0001 -0.9648 -2.1494  C6 1.421, H13 0.975
2 O 1.6976 1.2184 1.2420  C5 1.438, H11 0.914
3 N -0.9389 0.7168 -0.7611  C6 1.528, H7 1.000, H12 1.025
4 N 1.2379 -1.2236 1.5541  C5 1.504, H14 1.103, H15 1.048
5 C 1.2112 0.1759 2.1046  O2 1.438, N4 1.504, H8 1.118, H10 1.160
6 C -1.7150 0.4231 -2.0436  O1 1.421, N3 1.528, H9 1.143, H16 1.095
7 H -0.4809 -0.0615 -0.3309  N3 1.000
8 H 0.1055 0.3317 2.1557  C5 1.118
9 H -2.6769 1.0191 -1.8825  C6 1.143
10 H 1.7548 0.2443 3.1273  C5 1.160
11 H 1.7951 0.8300 0.4207  O2 0.914
12 H -0.1011 1.2111 -1.0829  N3 1.025
13 H -1.2924 -1.5421 -1.8068  O1 0.975
14 H 0.3915 -1.4582 0.8862  N4 1.103
15 H 2.1408 -1.7448 1.4436  N4 1.048
16 H -1.1292 0.8246 -2.8770  C6 1.095

The calculation puts the energy above the lowest of the compared OMol25 structures with the same formula, charge and spin at 203.9 kJ/mol. The SMILES is NCO.NCO. The largest force on an atom is 0.06931 Eh/bohr.

Here are the natural (NBO) charges for atoms 1 to 8, given in e: O -0.7263; O -0.7291; N -0.8530; N -0.9165; C 0.0796; C 0.1045; H 0.3335; H 0.1680

C45H87Cl9O26 | ωB97M-V/def2-TZVPD

Each atom is followed by the atoms it is bonded to, with distances in Å.
Positions of all 167 atoms, in Å:
1 Cl -7.3807 4.6790 -2.7665  C70 1.809
2 Cl 0.5778 -0.0115 0.5712  C69 1.739
3 Cl -1.0074 1.5677 -1.4049  C69 1.840
4 Cl 4.1758 -4.7784 -5.7440  C72 1.819
5 Cl 5.7173 -2.5627 -4.4991  C72 1.806
6 Cl -5.0662 3.6521 -4.2846  C70 1.745
7 Cl 1.3781 0.0343 -2.2203  C69 1.770
8 Cl 3.0870 -2.1653 -5.6234  C72 1.738
9 Cl -4.6527 4.9205 -1.5670  C70 1.821
10 O -6.9074 0.9641 -1.6106  C39 1.191
11 O 2.9521 -2.1026 6.4176  C65 1.216
12 O -2.2651 2.4042 -6.8386  C53 1.240
13 O 1.3273 5.5783 2.4561  C47 1.237
14 O -2.3194 -2.7067 -0.9720  C73 1.211
15 O 3.5185 -4.1799 -0.6359  C55 1.216
16 O -4.2722 -3.1478 -2.1718  C54 1.468, C73 1.372
17 O 5.8472 3.1747 -1.1848  C48 1.368, C50 1.317
18 O -4.3521 -3.8434 4.1525  C45 1.444, C62 1.386
19 O -5.8189 0.6700 -3.5736  C39 1.344, C68 1.415
20 O -2.4526 -2.6738 -3.2064  C66 1.396, C73 1.314
21 O -4.8551 -3.2091 2.0257  C62 1.233
22 O -2.9578 -2.3657 3.1279  C46 1.418, C62 1.376
23 O 1.5978 3.6086 -2.8447  C42 1.234
24 O -0.1359 4.7522 -3.8326  C37 1.471, C42 1.351
25 O -1.7995 0.7868 6.7073  C67 1.235
26 O 4.4225 3.7374 0.4862  C50 1.239
27 O 0.3303 5.1938 -1.6855  C42 1.398, C43 1.437
28 O -4.7133 0.5107 -1.6837  C39 1.345, C77 1.432
29 O 0.1455 -3.7002 3.7170  C59 1.196
30 O 5.9246 -1.7279 0.7031  C58 1.215
31 O 0.2331 -0.0047 6.0772  C67 1.298, C75 1.426
32 O 0.0359 0.6594 8.0522  C67 1.323, C76 1.414
33 O -2.1145 1.8828 2.4175  C38 1.181
34 O -0.2516 -0.4263 -9.0725  C64 1.238
35 O 5.5512 1.6941 0.2948  C50 1.346, C74 1.414
36 C 3.6640 -1.2716 4.2572  C65 1.502, H116 1.090, H125 1.090, H128 1.090
37 C -1.4396 5.3781 -3.5657  O24 1.471, H83 1.090, H132 1.090, H161 1.090
38 C -2.2981 2.9115 2.9681  O33 1.181, C49 1.548, C51 1.523
39 C -5.9187 0.7390 -2.2353  O10 1.191, O19 1.344, O28 1.345
40 C 2.3684 -3.5068 1.2635  C55 1.493, H103 1.090, H119 1.090, H150 1.090
41 C 0.3064 -3.9659 6.0729  C59 1.520, H86 1.090, H135 1.090, H149 1.090
42 C 0.6781 4.4308 -2.8036  O23 1.234, O24 1.351, O27 1.398
43 C 1.2060 5.0983 -0.5497  O27 1.437, H90 1.090, H126 1.090, H147 1.090
44 C -2.0653 0.9718 -5.0052  C53 1.504, H95 1.090, H124 1.090, H145 1.090
45 C -5.5754 -4.5953 4.3063  O18 1.444, H106 1.090, H151 1.090, H153 1.090
46 C -2.3786 -1.6351 2.0599  O22 1.418, H85 1.090, H88 1.090, H127 1.090
47 C 2.1730 4.7562 2.8297  O13 1.237, C60 1.569, C79 1.506
48 C 5.6552 4.3070 -1.9275  O17 1.368, H100 1.090, H110 1.090, H134 1.090
49 C -2.2480 4.2693 2.2257  C38 1.548, H91 1.090, H97 1.090, H159 1.090
50 C 5.1753 2.9316 -0.0785  O17 1.317, O26 1.239, O35 1.346
51 C -2.4122 2.9679 4.4858  C38 1.523, H92 1.090, H113 1.090, H142 1.090
52 C 0.0496 2.0377 -6.0964  C53 1.528, H109 1.090, H112 1.090, H144 1.090
53 C -1.4661 1.8499 -6.0690  O12 1.240, C44 1.504, C52 1.528
54 C -5.0462 -3.5921 -1.0063  O16 1.468, H108 1.090, H118 1.090, H123 1.090
55 C 2.4617 -3.7620 -0.2044  O15 1.216, C40 1.493, C71 1.500
56 C 7.3843 -1.7371 -1.1415  C58 1.520, H136 1.090, H160 1.090, H167 1.090
57 C -1.0788 -2.6166 -9.7344  C64 1.566, H82 1.090, H148 1.090, H165 1.090
58 C 6.0250 -1.5357 -0.4921  O30 1.215, C56 1.520, C78 1.498
59 C -0.1022 -4.3800 4.6689  O29 1.196, C41 1.520, C63 1.551
60 C 1.9288 3.2119 2.6959  C47 1.569, H93 1.090, H157 1.090, H166 1.090
61 C -0.5078 -1.9897 -7.2547  C64 1.512, H146 1.090, H162 1.090, H163 1.090
62 C -4.0939 -3.1296 2.9930  O18 1.386, O21 1.233, O22 1.376
63 C -0.9469 -5.6768 4.5671  C59 1.551, H101 1.090, H141 1.090, H158 1.090
64 C -0.6553 -1.5313 -8.6882  O34 1.238, C57 1.566, C61 1.512
65 C 3.3735 -2.3152 5.2970  O11 1.216, C36 1.502, C80 1.527
66 C -1.0845 -2.4945 -3.4163  O20 1.396, H105 1.090, H121 1.090, H156 1.090
67 C -0.6339 0.4445 6.9320  O25 1.235, O31 1.298, O32 1.323
68 C -6.9107 0.9571 -4.4264  O19 1.415, H87 1.090, H89 1.090, H133 1.090
69 C 0.6405 0.9347 -0.8862  Cl2 1.739, Cl3 1.840, Cl7 1.770, H139 1.090
70 C -5.6111 4.8248 -3.1125  Cl1 1.809, Cl6 1.745, Cl9 1.821, H99 1.090
71 C 1.3021 -3.3722 -1.0722  C55 1.500, H81 1.090, H138 1.090, H152 1.090
72 C 4.5902 -3.0102 -5.8379  Cl4 1.819, Cl5 1.806, Cl8 1.738, H96 1.090
73 C -2.9450 -2.8444 -1.9997  O14 1.211, O16 1.372, O20 1.314
74 C 5.1517 1.2889 1.5896  O35 1.414, H94 1.090, H98 1.090, H122 1.090
75 C -0.0144 -0.0395 4.6735  O31 1.426, H102 1.090, H137 1.090, H164 1.090
76 C -0.5959 1.1097 9.2345  O32 1.414, H84 1.090, H114 1.090, H120 1.090
77 C -4.5401 0.4709 -0.2625  O28 1.432, H107 1.090, H111 1.090, H129 1.090
78 C 4.9301 -1.1330 -1.4315  C58 1.498, H115 1.090, H117 1.090, H140 1.090
79 C 3.5130 5.1575 3.3880  C47 1.506, H131 1.090, H143 1.090, H155 1.090
80 C 3.5126 -3.7732 4.8638  C65 1.527, H104 1.090, H130 1.090, H154 1.090
81 H 0.8190 -4.2637 -1.4722  C71 1.090
82 H -0.2394 -2.8361 -10.3941  C57 1.090
83 H -2.1496 5.2207 -4.3776  C37 1.090
84 H -1.5270 0.5570 9.3595  C76 1.090
85 H -1.4049 -2.0247 1.7630  C46 1.090
86 H 1.1829 -4.5375 6.3780  C41 1.090
87 H -7.1792 2.0073 -4.5414  C68 1.090
88 H -2.2616 -0.5758 2.2886  C46 1.090
89 H -7.8106 0.4505 -4.0780  C68 1.090
90 H 0.8701 5.9087 0.0972  C43 1.090
91 H -3.2574 4.6533 2.0779  C49 1.090
92 H -2.9366 2.0633 4.7939  C51 1.090
93 H 2.1717 2.4721 3.4587  C60 1.090
94 H 5.9732 0.6906 1.9836  C74 1.090
95 H -1.4461 0.9798 -4.1082  C44 1.090
96 H 5.0003 -2.7813 -6.8215  C72 1.090
97 H -1.9217 4.0019 1.2207  C49 1.090
98 H 4.2891 0.6231 1.5629  C74 1.090
99 H -5.4785 5.8004 -3.5802  C70 1.090
100 H 4.7688 4.2066 -2.5538  C48 1.090
101 H -1.0821 -6.0396 5.5860  C63 1.090
102 H 0.9054 -0.1571 4.1005  C75 1.090
103 H 3.2708 -3.8679 1.7568  C40 1.090
104 H 2.6016 -4.1725 4.4180  C80 1.090
105 H -0.5772 -3.4271 -3.1697  C66 1.090
106 H -5.4230 -5.5926 3.8937  C45 1.090
107 H -4.8266 -0.5098 0.1175  C77 1.090
108 H -6.0362 -3.9681 -1.2642  C54 1.090
109 H 0.4473 2.3278 -5.1239  C52 1.090
110 H 6.4920 4.4091 -2.6185  C48 1.090
111 H -5.0283 1.3829 0.0810  C77 1.090
112 H 0.5268 1.1701 -6.5521  C52 1.090
113 H -3.0692 3.8126 4.6933  C51 1.090
114 H -0.0988 1.0508 10.2028  C76 1.090
115 H 4.5460 -1.9327 -2.0647  C78 1.090
116 H 3.7088 -0.2351 4.5914  C36 1.090
117 H 5.2623 -0.2447 -1.9689  C78 1.090
118 H -5.2483 -2.7754 -0.3132  C54 1.090
119 H 2.4304 -2.4457 1.5049  C40 1.090
120 H -0.8108 2.1756 9.1578  C76 1.090
121 H -1.0270 -2.2138 -4.4680  C66 1.090
122 H 5.1305 2.0875 2.3311  C74 1.090
123 H -4.4997 -4.3289 -0.4176  C54 1.090
124 H -2.0650 -0.0737 -5.3133  C44 1.090
125 H 4.6668 -1.4319 3.8612  C36 1.090
126 H 1.1048 4.1362 -0.0475  C43 1.090
127 H -3.0668 -1.6415 1.2147  C46 1.090
128 H 2.8520 -1.3163 3.5314  C36 1.090
129 H -3.5306 0.5843 0.1328  C77 1.090
130 H 3.7668 -4.4350 5.6918  C80 1.090
131 H 3.5883 4.7835 4.4090  C79 1.090
132 H -1.3895 6.4565 -3.4151  C37 1.090
133 H -6.6569 0.6382 -5.4373  C68 1.090
134 H 5.7053 5.2142 -1.3253  C48 1.090
135 H -0.5374 -4.0439 6.7585  C41 1.090
136 H 7.4900 -1.1003 -2.0199  C56 1.090
137 H -0.7100 -0.8324 4.3985  C75 1.090
138 H 1.6923 -2.6295 -1.7681  C71 1.090
139 H 1.2891 1.7917 -0.7045  C69 1.090
140 H 4.1084 -0.7185 -0.8474  C78 1.090
141 H -1.9327 -5.5046 4.1350  C63 1.090
142 H -1.5063 2.9492 5.0917  C51 1.090
143 H 3.7190 6.2279 3.3904  C79 1.090
144 H 0.2513 2.9034 -6.7272  C52 1.090
145 H -3.1365 1.0976 -4.8477  C44 1.090
146 H 0.3064 -1.4928 -6.7272  C61 1.090
147 H 2.2444 5.2093 -0.8618  C43 1.090
148 H -1.3796 -3.5443 -9.2476  C57 1.090
149 H 0.5938 -2.9157 6.0218  C41 1.090
150 H 1.4365 -3.9230 1.6461  C40 1.090
151 H -5.7801 -4.5727 5.3766  C45 1.090
152 H 0.4599 -2.8859 -0.5800  C71 1.090
153 H -6.4324 -4.1047 3.8448  C45 1.090
154 H 4.3598 -3.8804 4.1863  C80 1.090
155 H 4.2977 4.6576 2.8201  C79 1.090
156 H -0.7821 -1.6593 -2.7845  C66 1.090
157 H 0.8448 3.0997 2.6787  C60 1.090
158 H -0.4041 -6.4548 4.0303  C63 1.090
159 H -1.5696 4.9353 2.7589  C49 1.090
160 H 8.1369 -1.4474 -0.4081  C56 1.090
161 H -1.9481 4.8758 -2.7427  C37 1.090
162 H -0.3743 -3.0690 -7.1813  C61 1.090
163 H -1.3703 -1.7258 -6.6427  C61 1.090
164 H -0.3852 0.9099 4.2872  C75 1.090
165 H -1.9388 -2.2681 -10.3063  C57 1.090
166 H 2.3728 2.8304 1.7764  C60 1.090
167 H 7.5323 -2.7570 -1.4963  C56 1.090

The largest force on an atom is 0.06783 Eh/bohr.

Here are the Mulliken charges for atoms 1 to 8, given in e: Cl -0.1289; Cl 0.4278; Cl 0.3370; Cl -0.1426; Cl -0.0630; Cl -0.0436; Cl -0.0383; Cl -0.0399

no.,gap between HOMO and LUMO (eV)
1,10.24
2,9.63